[1]
Here is a molecular structure, C17H13F6N6NaO4S3 from OMol25. Energies are from ωB97M-V with the def2-TZVPD basis set.

Geometry as XYZ:
```
50
Properties=species:S:1:pos:R:3:forces:R:3
Na 0.947 -0.297 -0.562 0.056 0.031 -0.088
F 0.756 -6.233 -0.905 0.005 0.003 0.005
C 0.762 -5.090 -1.577 -0.006 -0.013 -0.013
F 1.865 -5.016 -2.312 -0.001 0.001 -0.001
F -0.297 -5.061 -2.392 0.001 0.001 0.006
S 0.632 -3.654 -0.435 0.054 -0.009 0.004
O 0.653 -2.498 -1.315 -0.048 0.053 0.033
O -0.573 -3.862 0.315 0.006 -0.001 -0.003
N 1.970 -3.866 0.355 -0.003 0.048 0.029
S 2.652 -2.743 1.215 -0.006 -0.040 -0.050
O 4.072 -2.828 1.158 -0.007 0.016 0.013
O 2.026 -1.443 1.072 -0.017 -0.061 0.071
C 2.226 -3.250 2.935 -0.005 -0.005 -0.030
F 0.904 -3.390 3.070 -0.011 0.005 0.018
F 2.639 -2.314 3.793 0.001 0.009 0.011
F 2.807 -4.402 3.241 0.005 -0.001 0.003
C 1.425 5.412 0.537 0.002 -0.002 0.001
N 0.580 4.445 1.210 0.004 0.005 0.001
C -0.342 4.723 2.204 -0.001 -0.003 -0.008
C -0.881 3.554 2.585 -0.006 -0.002 0.005
N -0.287 2.560 1.817 0.008 0.005 -0.015
C 0.632 3.111 0.969 -0.017 -0.024 0.012
S 1.681 2.377 -0.115 0.015 0.019 -0.011
C -0.598 1.174 1.958 -0.007 -0.022 -0.054
C -0.443 0.580 3.198 0.010 0.038 0.010
C -0.809 -0.749 3.325 0.002 -0.039 0.033
C -1.302 -1.420 2.220 -0.026 -0.004 -0.027
C -1.406 -0.728 1.023 0.012 0.007 0.041
N -1.061 0.555 0.883 0.007 -0.016 0.039
H 1.154 6.405 0.885 0.001 -0.001 0.001
H 1.281 5.342 -0.540 0.001 -0.002 0.000
H 2.472 5.212 0.757 0.001 -0.001 -0.001
H -0.535 5.727 2.536 -0.004 -0.002 0.005
H -1.646 3.327 3.304 0.002 0.006 0.003
H -0.027 1.140 4.024 0.001 0.000 -0.003
H -0.686 -1.260 4.270 -0.003 -0.001 -0.001
H -1.567 -2.466 2.258 -0.003 0.000 -0.005
H -1.765 -1.229 0.131 0.001 0.005 -0.007
N -3.751 1.510 -6.506 0.000 0.001 0.000
C -3.049 1.229 -5.643 0.004 0.001 0.007
C -2.169 0.881 -4.557 -0.011 -0.008 -0.018
C -1.621 -0.393 -4.477 0.000 0.000 0.005
C -0.781 -0.677 -3.412 -0.003 0.007 -0.002
N -0.475 0.215 -2.469 -0.014 -0.010 -0.029
C -1.010 1.434 -2.555 -0.006 -0.003 -0.001
C -1.860 1.816 -3.577 0.002 0.009 0.016
H -1.844 -1.143 -5.221 0.000 -0.002 0.001
H -0.339 -1.658 -3.300 0.003 0.001 0.000
H -0.736 2.126 -1.767 0.002 0.001 -0.003
H -2.273 2.814 -3.612 0.000 0.000 0.000
```
Positions in Å, forces in eV/Å.

ΔE to the lowest compared entry with this formula, charge and spin (eV): 0.000
Net charge: 0
Max |F| (eV/A): 0.11
Multiplicity: 1

=====

[2]
Here is a molecular structure, C17H13N2PdS7Te from OMol25. Energies are from ωB97M-V with the def2-TZVPD basis set.

Geometry as XYZ:
```
41
Properties=species:S:1:pos:R:3:forces:R:3
Pd 0.541 -0.002 0.651 0.396 -0.727 -0.115
C -0.728 1.150 3.820 -0.119 0.012 -0.012
C -0.745 -0.296 3.470 0.116 0.021 0.077
N -0.323 -0.809 2.340 -0.015 -0.145 -0.025
C -0.564 -2.172 2.257 -0.004 0.056 -0.190
C -1.147 -2.693 3.361 0.034 -0.067 0.089
S -1.401 -1.465 4.519 -0.086 -0.032 -0.027
C -0.243 -2.841 0.994 0.036 0.135 0.096
C -0.346 -4.158 0.702 -0.019 -0.051 -0.028
S 0.140 -4.429 -0.909 0.041 -0.030 0.003
C 0.468 -2.767 -1.119 0.010 -0.014 -0.144
N 0.218 -2.054 -0.052 -0.253 0.159 0.339
C 0.989 -2.244 -2.415 0.002 0.006 0.049
H 0.282 1.525 3.974 -0.004 -0.054 -0.010
H -1.311 1.335 4.720 -0.010 -0.019 0.006
H -1.179 1.697 2.990 0.049 0.047 0.071
H -1.443 -3.714 3.540 0.010 0.032 0.006
H -0.672 -4.963 1.340 0.015 0.026 -0.010
H 1.294 -3.062 -3.065 -0.021 -0.001 -0.010
H 1.850 -1.603 -2.237 -0.001 -0.030 -0.024
H 0.224 -1.664 -2.935 0.009 0.016 0.028
S 4.096 5.947 -1.312 -0.007 -0.006 0.007
C 3.378 4.558 -0.896 -0.009 0.026 -0.023
S 3.167 4.050 0.769 -0.045 -0.032 -0.006
C 2.305 2.574 0.443 0.182 -0.007 0.647
C 2.108 2.302 -0.858 -0.212 -0.177 -0.475
S 1.164 0.932 -1.313 0.265 -0.032 -0.075
S 2.742 3.416 -2.052 -0.022 -0.034 0.112
S 1.810 1.533 1.735 0.151 0.531 -0.071
Te -1.260 1.580 -0.919 -0.476 0.265 -0.292
C -0.764 3.557 -0.493 -0.032 0.006 0.001
C -0.687 3.990 0.829 0.036 0.119 -0.147
C -0.374 5.313 1.095 0.017 0.008 0.065
C -0.122 6.192 0.050 0.026 0.000 -0.042
C -0.190 5.756 -1.267 -0.002 -0.005 -0.010
C -0.524 4.438 -1.544 0.033 0.074 -0.018
H -0.843 3.296 1.638 -0.051 -0.058 0.077
H -0.313 5.657 2.119 0.000 -0.004 -0.012
H 0.136 7.222 0.261 -0.001 -0.005 0.005
H 0.019 6.438 -2.080 -0.015 0.003 0.024
H -0.582 4.103 -2.573 -0.024 -0.013 0.063
```
Positions in Å, forces in eV/Å.

ΔE to the lowest compared entry with this formula, charge and spin (eV): 0.000
Net charge: +1
Max |F| (eV/A): 0.84
Multiplicity: 1

=====

[3]
Here is a molecular structure, C17H14BrN4OPt from OMol25. Energies are from ωB97M-V with the def2-TZVPD basis set.

Geometry as XYZ:
```
38
Properties=species:S:1:pos:R:3:forces:R:3
Pt -0.257 0.690 0.229 -0.129 0.069 0.164
O 3.104 1.519 -2.021 0.047 0.019 -0.052
C 1.999 1.490 -1.582 -0.075 -0.085 0.074
N 1.547 0.401 -0.757 0.052 0.182 -0.054
C 2.019 -0.931 -0.972 0.043 -0.059 -0.111
C 0.807 -1.852 -1.009 -0.005 0.023 0.036
C 0.891 -3.143 -1.497 -0.001 0.008 -0.016
C -0.266 -3.908 -1.579 -0.029 0.033 0.020
C -1.477 -3.358 -1.174 0.027 -0.014 -0.016
C -1.490 -2.069 -0.682 -0.003 -0.004 0.012
N -0.366 -1.339 -0.591 0.078 -0.036 -0.064
C 0.897 2.464 -1.836 0.045 -0.067 0.030
C 1.071 3.520 -2.701 0.013 0.023 -0.026
C -0.025 4.332 -2.984 -0.018 -0.017 0.021
C -1.246 4.042 -2.397 0.020 0.017 -0.022
C -1.347 2.964 -1.530 -0.011 -0.018 0.029
N -0.292 2.192 -1.249 0.002 -0.068 -0.015
H 2.712 -1.204 -0.163 -0.067 -0.015 0.045
H 2.599 -0.994 -1.897 -0.006 0.008 0.014
H 1.843 -3.535 -1.830 0.000 0.002 -0.003
H -0.223 -4.916 -1.969 0.002 0.001 -0.004
H -2.401 -3.914 -1.248 0.000 -0.001 0.005
H -2.407 -1.594 -0.359 -0.007 -0.004 -0.004
H 2.042 3.686 -3.148 -0.001 -0.002 0.004
H 0.075 5.170 -3.662 0.003 0.000 0.001
H -2.124 4.639 -2.603 -0.003 -0.005 0.001
H -2.285 2.709 -1.057 -0.001 0.008 -0.003
Br -0.983 2.424 3.055 0.020 0.000 -0.057
C -0.684 0.664 3.362 -0.008 0.013 0.001
C -0.744 0.206 4.715 -0.008 0.005 0.071
C -0.518 -1.129 4.993 -0.009 0.007 -0.006
C -0.248 -1.959 3.922 -0.003 -0.017 0.047
C -0.210 -1.426 2.595 -0.012 0.032 -0.077
N -0.419 -0.154 2.306 0.032 -0.047 -0.042
H -0.969 0.924 5.495 0.006 -0.006 0.008
H -0.556 -1.504 6.008 0.002 0.007 0.001
H -0.062 -3.018 4.055 0.001 -0.001 0.005
H -0.003 -2.088 1.764 0.004 0.008 -0.019
```
Positions in Å, forces in eV/Å.

ΔE to the lowest compared entry with this formula, charge and spin (eV): 0.000
Net charge: +3
Max |F| (eV/A): 0.22
⟨S²⟩: 6.04
Multiplicity: 5

=====

[4]
Here is 2 unconnected molecules or ions with the total composition C17H14F2N2 in a non-equilibrium geometry from OMol25. Energies are from ωB97M-V with the def2-TZVPD basis set.

Geometry as XYZ:
```
35
Properties=species:S:1:pos:R:3:forces:R:3
F -3.176 3.900 0.778 0.015 -1.345 -0.298
C -3.007 2.542 0.584 -0.718 0.286 0.346
C -4.097 1.676 0.774 1.091 -0.078 -0.779
C -3.893 0.289 0.579 -0.667 0.606 0.389
C -2.617 -0.217 0.406 0.612 0.707 0.376
C -1.514 0.690 0.288 -1.024 -0.350 -0.281
C -0.182 0.097 0.383 0.625 -4.059 1.049
C 1.111 0.761 0.429 1.979 0.985 0.656
C 2.266 -0.082 0.393 -0.728 -0.018 0.069
C 3.551 0.434 0.467 0.204 0.241 0.454
C 3.741 1.802 0.754 -0.408 -0.316 -0.649
C 2.622 2.625 0.825 0.519 0.544 0.320
F 2.812 3.982 1.060 -0.272 -1.541 -0.101
C 1.321 2.157 0.716 -0.283 -1.058 -0.033
C -1.737 2.098 0.267 -0.263 -1.494 0.415
H -5.062 2.087 1.024 -0.097 -0.003 -0.017
H -4.768 -0.385 0.644 0.699 0.435 0.063
H -2.454 -1.302 0.499 0.098 0.663 -0.441
H -0.166 -0.873 0.973 -0.371 2.153 0.357
H 2.101 -1.181 0.392 0.264 1.054 -0.514
H 4.421 -0.244 0.344 -0.701 0.609 0.311
H 4.733 2.206 0.903 -0.045 0.109 -0.116
H 0.516 2.832 1.029 0.648 -0.347 -0.447
H -0.930 2.796 0.182 -0.199 0.121 -0.320
C 1.158 -3.705 -0.008 0.323 -0.375 0.597
C 0.517 -2.816 -0.991 -0.745 0.508 -1.556
N 0.323 -3.243 -2.264 0.150 0.434 1.311
C -0.207 -2.205 -2.955 -0.116 2.376 2.068
C -0.313 -1.102 -2.058 -0.506 -0.971 -2.284
N 0.097 -1.502 -0.829 -0.231 1.022 -1.326
H 1.373 -3.221 0.958 -0.069 -0.111 -0.320
H 0.508 -4.572 0.183 0.308 0.157 0.020
H 2.102 -4.065 -0.456 -0.389 0.035 0.399
H -0.514 -2.179 -3.990 0.228 -0.418 0.002
H -0.635 -0.079 -2.283 0.069 -0.560 0.279
```
Positions in Å, forces in eV/Å.

ΔE to the lowest compared entry with this formula, charge and spin (eV): 0.843
Net charge: 0
Max |F| (eV/A): 4.24
Multiplicity: 1

=====

[5]
Here is a molecular structure, C17H14F3N2ORuS in a non-equilibrium geometry from OMol25. Energies are from ωB97M-V with the def2-TZVPD basis set.

Geometry as XYZ:
```
39
Properties=species:S:1:pos:R:3:forces:R:3
Ru 0.459 -0.400 1.245 -1.406 0.355 -0.180
N -2.868 -1.684 3.358 0.048 0.120 -0.154
C -1.685 -1.208 3.007 0.008 -0.074 0.464
O -1.533 -0.641 1.897 0.343 -0.002 -0.221
C -0.522 -1.305 3.952 -0.024 0.095 -0.270
C 0.785 -1.182 3.169 0.205 -0.149 -0.269
H -3.654 -1.574 2.735 -0.006 -0.008 -0.006
H -3.009 -2.139 4.243 0.006 0.013 0.027
H -0.582 -2.222 4.541 0.018 0.019 0.052
H -0.629 -0.464 4.643 -0.038 -0.014 0.035
H 1.178 -2.175 2.917 0.082 0.012 0.177
H 1.539 -0.625 3.722 0.064 -0.031 -0.028
F 2.583 2.725 -2.228 0.108 0.026 0.050
C 3.636 2.631 -1.403 0.023 0.038 0.008
F 4.745 2.694 -2.151 -0.051 0.046 0.029
F 3.625 3.702 -0.595 -0.026 -0.069 -0.100
C 3.599 1.348 -0.610 0.163 -0.097 0.072
C 4.667 0.475 -0.621 -0.204 0.061 0.000
C 4.606 -0.704 0.123 0.016 -0.043 0.060
C 3.452 -1.001 0.801 0.078 -0.176 -0.033
N 2.398 -0.169 0.788 0.785 0.284 -0.354
C 2.469 1.032 0.158 -0.127 0.079 0.124
S 1.067 2.001 0.403 -0.116 -0.426 0.273
H 5.541 0.708 -1.215 0.009 0.009 0.043
H 5.441 -1.387 0.156 -0.013 -0.009 -0.008
H 3.342 -1.919 1.361 -0.047 -0.006 -0.025
C -0.220 -0.757 -0.601 0.148 0.059 0.557
C -1.177 -0.444 -1.321 -0.050 -0.250 -0.375
C -2.285 -0.067 -2.102 -0.091 0.273 0.107
C -2.989 1.091 -1.717 0.094 -0.057 -0.077
C -4.085 1.501 -2.445 -0.076 0.095 0.011
C -4.490 0.778 -3.563 0.080 0.000 0.085
C -3.796 -0.364 -3.950 -0.065 -0.015 -0.084
C -2.701 -0.793 -3.227 0.037 -0.149 0.065
H -2.652 1.641 -0.848 -0.019 0.038 -0.026
H -4.625 2.391 -2.152 0.002 -0.021 0.002
H -5.348 1.108 -4.132 0.005 -0.014 -0.017
H -4.121 -0.916 -4.821 0.040 -0.020 0.008
H -2.159 -1.684 -3.514 -0.001 0.010 -0.021
```
Positions in Å, forces in eV/Å.

ΔE to the lowest compared entry with this formula, charge and spin (eV): 1.053
Net charge: +1
Max |F| (eV/A): 1.46
⟨S²⟩: 6.04
Multiplicity: 5

=====

[6]
Here is C17H14F3N5O2S in the gas phase in a non-equilibrium geometry from OMol25. Energies are from ωB97M-V with the def2-TZVPD basis set.

Geometry as XYZ:
```
42
Properties=species:S:1:pos:R:3:forces:R:3
O 4.155 -2.356 2.734 -0.793 3.013 -0.474
O 2.083 -0.227 5.956 -1.662 1.367 -0.682
F 0.961 -3.935 -1.309 -0.862 0.091 -2.064
F -0.602 -4.857 -2.571 1.524 0.946 -0.515
F 1.336 -4.092 -3.494 -1.007 -0.451 0.747
N -1.594 2.149 -2.169 1.789 -3.394 0.046
N -0.201 1.376 1.148 0.973 -0.176 2.237
N -1.956 3.871 -0.780 -0.307 2.448 -0.142
S 2.302 -0.401 2.189 0.500 -0.228 -1.639
C 3.527 -1.347 3.082 0.012 -4.210 1.501
C 2.255 -0.299 4.747 0.854 -1.130 3.944
C 1.524 0.244 3.592 -1.808 3.436 -1.767
C 0.556 1.310 3.510 1.616 -3.663 0.960
C -1.992 3.386 -1.998 -0.512 0.595 2.368
C -0.222 1.938 2.397 2.163 -0.848 -1.417
C -0.750 3.223 2.632 -1.870 -0.857 -3.908
C -0.982 1.433 -1.188 -0.813 1.345 -1.685
C -1.417 3.751 1.512 1.076 2.006 2.483
C -0.679 2.048 0.099 -0.858 -2.111 -0.866
C -1.295 3.260 0.246 -1.322 -0.001 -1.995
N 3.316 -1.141 4.450 -0.619 1.977 -3.675
N -0.704 0.090 -1.514 -0.453 0.211 1.637
C 0.361 -3.864 -2.582 -0.770 0.847 1.249
C -1.928 -0.774 -1.569 0.455 1.672 -0.952
C 0.192 0.003 -2.629 0.655 -1.894 -1.253
C -1.536 -2.188 -1.955 0.078 -1.160 2.179
C 0.863 -1.375 -2.570 -0.598 -0.289 -0.435
C -0.272 -2.439 -2.834 0.434 0.041 1.537
H 0.235 1.551 4.509 -0.137 0.534 0.252
H -2.535 3.919 -2.819 0.749 -0.420 0.884
H -0.808 3.723 3.534 0.113 0.624 1.818
H -1.900 4.716 1.505 -0.253 0.163 0.608
H 3.563 -1.830 5.112 0.513 -0.607 0.715
H -2.550 -0.269 -2.290 -0.586 -0.080 -0.791
H -2.536 -0.711 -0.635 0.954 -0.295 -0.373
H 0.977 0.743 -2.521 -0.180 0.384 -0.239
H -0.256 -0.030 -3.649 -0.215 1.072 0.493
H -1.328 -2.548 -0.941 0.403 -0.670 -0.180
H -2.432 -2.786 -2.238 0.708 0.511 -0.318
H 1.690 -1.483 -3.314 -0.724 0.102 0.524
H 1.260 -1.441 -1.562 0.149 -0.541 0.074
H -0.679 -2.339 -3.825 0.629 -0.357 -0.885
```
Positions in Å, forces in eV/Å.

ΔE to the lowest compared entry with this formula, charge and spin (eV): 2.217
Net charge: 0
Max |F| (eV/A): 4.47
Multiplicity: 1